Entry from the OMol25 dataset: a 2-piece molecular cluster, C6H13Cl2NO2S overall (ωB97M-V with the def2-TZVPD basis set).

Results
LUMO   0.202 eV
Maximum force   0.0893 Eh/bohr
E_HOMO   -0.3201 Ha
Kohn-Sham gap   8.913 eV
Calculated total energy   -47892.452 eV
SMILES string   CC(Cl)(Cl)CO.CONC(C)=S

Geometry as XYZ:
```
25
Properties=species:S:1:pos:R:3:nbo_charge:R:1
C 1.42 2.01 0.36 -0.27
C 2.55 -0.85 -0.36 0.09
C 1.15 -1.04 0.15 -0.70
C -1.56 -0.82 1.42 -0.71
C -2.24 -0.63 0.03 0.05
C -1.77 0.61 -0.77 -0.17
H 0.48 2.62 0.01 0.20
H 1.13 1.32 1.24 0.18
H 2.15 2.84 0.55 0.20
H 3.72 0.68 -0.84 0.41
H 1.05 -2.16 0.44 0.25
H 0.94 -0.40 1.07 0.22
H 0.40 -0.94 -0.64 0.25
H -1.49 -2.07 1.80 0.27
H -0.47 -0.26 1.15 0.23
H -2.05 -0.18 2.29 0.25
H -0.65 0.67 -0.87 0.22
H -2.37 1.36 -0.08 0.22
H -2.40 -0.54 -2.40 0.48
N 2.77 0.44 -0.57 -0.32
O 1.65 1.24 -0.77 -0.37
O -2.32 0.54 -2.13 -0.74
S 3.82 -1.86 -0.30 -0.12
Cl -4.12 -0.45 0.19 -0.06
Cl -1.78 -2.13 -0.97 -0.06
```